Record 1
40
Properties=species:S:1:pos:R:3 method="wB97M-V/def2-TZVPD" energy_ha=-1080.63014 total_charge=+2 e_lumo_ev="-8.012 / -9.333" s_squared=1.232 spin_multiplicity=2 orbital_gap_ha="0.25021 / 0.19812"
Ir 0.18836 0.22864 -0.83416
C -3.75979 1.90549 -1.64263
C -2.43793 1.48823 -1.81700
N -1.73129 0.92311 -0.85155
C -2.30413 0.73348 0.36921
C -3.62657 1.12435 0.62373
C -4.35645 1.72502 -0.42374
C -4.16566 0.89934 1.91033
C -3.40075 0.30892 2.87987
C -2.07961 -0.08120 2.61891
C -1.50566 0.11912 1.37547
N -0.19776 -0.20209 0.92842
C 0.84856 -0.81943 1.66147
C 0.85748 -1.25742 2.97467
C 1.99906 -1.84722 3.53519
C 3.14149 -2.01041 2.79881
C 3.18280 -1.58253 1.45295
C 4.32354 -1.72129 0.63415
C 4.27954 -1.28203 -0.66166
C 3.10065 -0.70529 -1.14075
N 2.01755 -0.56260 -0.39364
C 2.03820 -0.99193 0.89833
H -4.28490 2.36103 -2.46905
H -1.93888 1.61693 -2.76690
H -5.37902 2.03559 -0.25143
H -5.18541 1.19845 2.11571
H -3.80879 0.13483 3.86515
H -1.54964 -0.53563 3.43096
H 0.00544 -1.16751 3.61712
H 1.96299 -2.17377 4.56455
H 4.02052 -2.46681 3.23532
H 5.21937 -2.17359 1.04000
H 5.13104 -1.37062 -1.31996
H 3.03490 -0.34926 -2.15905
B 1.23436 1.03565 -5.37829
C 0.83264 0.81206 -3.89766
N 0.59280 0.61495 -2.79046
H 2.31939 0.68379 -5.68474
H 0.24897 1.18277 -6.12038
H 1.13255 2.16889 -5.92726

Record 2
14
Properties=species:S:1:pos:R:3 method="wB97M-V/def2-TZVPD" energy_ha=-228.91959 total_charge=+1 smiles="CC/[NH+]=C/N" e_lumo_ev=-5.537 relative_energy_kj_mol=176.47 orbital_gap_ha=0.37540
C -2.21480 0.73566 0.05254
C -0.80279 0.80967 0.62650
N 1.78368 -1.43820 -0.18718
C 1.39864 -0.14228 -0.20194
N 0.12251 0.13488 -0.32377
H -2.94383 1.07368 0.78219
H -2.32616 1.44348 -0.76451
H -2.39524 -0.31362 -0.17631
H -0.54524 1.82917 0.89195
H -0.67674 0.24458 1.55245
H 1.44790 -2.10437 0.49263
H 2.28107 -1.85213 -0.96583
H 2.13827 0.64093 -0.07211
H -0.34574 -0.53561 -0.93031